1.
{
  "formula": "C16H21AlBr5ClF2KN7O13S",
  "method": "the ωB97M-V functional and the def2-TZVPD basis",
  "total_energy_ev": -455897.9119,
  "elements": ["Br", "Br", "Br", "Br", "Br", "K", "Cl", "S", "Al", "F", "F", "O", "O", "O", "O", "O", "O", "O", "O", "O", "O", "O", "O", "O", "N", "N", "N", "N", "N", "N", "N", "C", "C", "C", "C", "C", "C", "C", "C", "C", "C", "C", "C", "C", "C", "C", "C", "H", "H", "H", "H", "H", "H", "H", "H", "H", "H", "H", "H", "H", "H", "H", "H", "H", "H", "H", "H", "H"],
  "xyz": [[0.5614, 1.1536, -5.3463], [-0.9038, 5.6583, 2.2311], [-0.2702, 3.0949, 0.4663], [0.7721, 3.2443, 3.4767], [2.5197, 0.2677, -4.5483], [1.5571, -0.8686, -0.9576], [-6.0793, 0.4942, -3.9070], [-4.1148, 3.8099, 1.0788], [-5.4328, 3.6073, -1.1493], [7.9070, -0.6296, 2.7366], [-4.1214, 2.1953, -1.7971], [-5.4596, 3.1488, 0.7071], [-0.0730, -5.5264, 5.7194], [4.1793, 3.6297, 0.0376], [6.6790, -1.8658, 1.2993], [-3.0454, 2.8218, 0.8225], [-4.3145, -2.5805, -2.2506], [4.9304, -2.4783, 0.0155], [-4.1411, 4.2333, 2.4559], [0.4261, -2.0323, 1.7719], [-3.6651, -3.6279, -4.0288], [5.1661, -0.3371, 0.6763], [6.1999, 2.8635, 0.0795], [-4.0066, 4.9386, 0.1165], [-1.7733, -0.4530, -0.6068], [-4.2669, -2.6923, -3.7185], [-4.5797, 0.8618, -1.7291], [-1.2782, -2.0614, -2.2735], [-5.6979, -0.8895, -1.2328], [5.2296, 3.3429, -0.4869], [-0.2073, 0.0898, -2.2909], [-3.9200, -0.1973, -2.2580], [7.2627, -0.5928, 1.5493], [0.7730, -5.0732, 3.5709], [-2.6209, -0.1113, -2.9862], [-0.6183, 3.7635, 2.2395], [-0.5451, -3.3660, 4.9107], [5.5345, -1.6400, 0.6079], [-4.5864, -1.2918, -1.9580], [-0.4166, -2.4901, 3.9177], [-1.4843, -0.6227, -2.0237], [0.0402, -4.7278, 4.8173], [-5.6368, 0.3949, -1.1244], [0.8998, -4.1959, 2.5799], [0.3139, -2.8380, 2.6777], [6.0620, 0.3145, 1.5953], [5.3446, 3.6003, -1.9506], [6.3323, 3.2977, -2.2792], [-2.3298, -1.2049, -0.2283], [-0.4840, -2.2160, -2.8822], [-6.3505, 0.9845, -0.5753], [-1.0756, -3.1316, 5.8246], [-0.4024, 1.0791, -2.1436], [-2.3662, 0.9227, -3.2292], [-6.3921, -1.5026, -0.8361], [0.0880, -0.0698, -3.2518], [7.9766, -0.3605, 0.7573], [5.6053, 0.3454, 2.5854], [-2.1517, 0.4649, -0.3876], [6.2837, 1.3298, 1.2731], [-1.1872, -2.5896, -1.4139], [-2.6560, -0.6789, -3.9128], [-1.5418, 3.3002, 2.5684], [-0.8348, -1.4923, 3.9661], [5.1908, 4.6638, -2.1070], [1.4308, -4.4287, 1.6651], [4.5731, 3.0176, -2.4458], [1.1924, -6.0699, 3.5200]],
  "forces_ev_per_a": [[0.225, 0.089, -0.262], [0.116, -0.126, -0.028], [0.745, 0.002, -0.145], [0.031, -0.010, -0.041], [-0.052, 0.057, -0.091], [0.897, -0.566, 1.433], [-0.773, 0.108, -1.245], [1.269, -0.038, 1.561], [-1.132, 2.457, 0.800], [0.042, -0.081, -0.058], [0.302, -1.828, -0.473], [-0.132, -0.431, -1.133], [0.013, 0.014, -0.048], [0.201, -0.149, 0.013], [-0.120, 0.243, -0.483], [-0.790, -0.136, -0.109], [-0.158, 0.167, 0.641], [-0.185, 0.162, 0.000], [-0.102, 0.004, -0.009], [0.153, 0.001, -0.266], [-0.641, 0.563, 0.432], [0.221, -0.262, -0.002], [-0.117, 0.316, -0.235], [-0.590, -0.650, -0.895], [0.901, 0.096, -0.570], [0.629, -0.747, -1.159], [1.308, -1.074, 1.151], [-0.074, 0.495, 0.155], [0.860, -2.022, -0.162], [-0.073, 0.097, -0.087], [-1.305, 0.248, -0.235], [2.860, 1.145, -2.081], [-0.040, -0.084, 0.475], [0.028, -0.013, -0.059], [0.463, 0.397, 0.883], [-0.294, 0.042, 0.064], [0.000, 0.031, -0.036], [-0.135, -0.212, 0.075], [-1.203, -1.221, 0.792], [-0.044, 0.067, 0.031], [0.166, -0.777, -0.048], [-0.026, -0.018, 0.084], [-2.365, 2.873, 1.517], [0.001, -0.006, -0.026], [-0.009, -0.005, 0.062], [0.001, 0.557, 0.090], [0.215, -0.037, -0.093], [0.004, -0.008, 0.082], [-0.273, 0.236, -0.045], [-0.130, -0.206, -0.001], [0.061, 0.062, -0.006], [0.010, -0.034, 0.012], [0.296, 0.048, -0.352], [-0.473, 0.020, -0.076], [-0.169, 0.209, -0.101], [-0.504, 0.393, 0.086], [0.091, -0.039, 0.080], [0.111, -0.190, 0.047], [-0.095, -0.088, 0.289], [-0.219, -0.308, -0.045], [0.174, 0.024, -0.083], [0.050, 0.013, 0.014], [-0.030, 0.029, -0.141], [0.022, 0.010, -0.041], [-0.126, -0.027, 0.016], [0.008, 0.021, 0.002], [-0.086, 0.102, 0.039], [-0.014, -0.005, 0.042]]
}

2.
{
  "formula": "C16H21ClN3O6S",
  "method": "the ωB97M-V functional and the def2-TZVPD basis",
  "total_energy_ev": -57037.6619,
  "total_charge": 1,
  "elements": ["Cl", "S", "O", "O", "O", "O", "O", "O", "N", "N", "N", "C", "C", "C", "C", "C", "C", "C", "C", "C", "C", "C", "C", "C", "C", "C", "C", "H", "H", "H", "H", "H", "H", "H", "H", "H", "H", "H", "H", "H", "H", "H", "H", "H", "H", "H", "H", "H"],
  "xyz": [[10.0486, 0.4947, -1.2857], [6.7869, 3.4135, -1.7311], [-1.4540, -1.3318, 1.1397], [2.8267, -1.9551, 0.9585], [-5.7957, 1.4251, 1.3687], [-2.2478, -0.2314, -0.6612], [-7.3654, -0.0629, 0.7279], [2.3271, -1.0372, -1.0469], [8.5314, -0.1402, -0.8974], [6.3183, -0.5748, -1.0481], [7.2015, 0.8354, -2.7213], [6.9356, 2.0010, -2.3759], [0.7197, 0.5344, -0.3521], [1.4819, 0.0511, 0.8704], [6.8411, -1.2343, 0.1149], [7.3900, 0.0389, -1.5508], [-2.3739, -1.0887, 0.1714], [2.2775, -1.1075, 0.3170], [-3.3460, -2.6080, 1.6933], [-3.5180, -2.0686, 0.2805], [-6.7539, 0.9463, 0.5321], [-6.9491, 1.8906, -0.6330], [8.1850, -0.9709, 0.1870], [-5.3380, 2.7035, 0.8980], [-1.8494, -2.4873, 1.9041], [-5.6805, 2.7305, -0.5799], [1.6541, 0.1620, -1.4852], [2.1738, 0.8088, 1.2465], [6.2221, -1.8178, 0.8042], [-1.5916, -2.3370, 2.9510], [-0.2169, -0.0229, -0.4448], [-7.0326, 1.3439, -1.5690], [0.8103, -0.2800, 1.6582], [-3.3909, -2.8494, -0.4718], [5.3615, -0.5687, -1.3971], [-4.8906, 2.2381, -1.1520], [-3.7183, -3.6224, 1.8260], [-5.8021, 3.7383, -0.9752], [-1.3039, -3.3559, 1.5278], [1.1162, -0.0410, -2.4096], [-4.2670, 2.7936, 1.0735], [-7.8439, 2.4901, -0.4571], [-4.4757, -1.5679, 0.1556], [8.8402, -1.3311, 0.9846], [-5.8549, 3.4857, 1.4593], [-3.8735, -1.9620, 2.3982], [2.4074, 0.9335, -1.6757], [0.4766, 1.5959, -0.3275]],
  "forces_ev_per_a": [[-0.603, -0.180, 0.071], [-0.215, -0.952, -0.959], [-0.063, 0.191, -0.154], [0.375, -0.277, -0.430], [-0.030, -0.190, -0.089], [0.101, -0.034, 0.363], [0.397, -0.089, 0.289], [0.255, -0.082, 0.352], [-1.282, -1.033, 0.881], [2.856, -1.005, 2.490], [0.226, 0.253, 1.284], [0.712, 0.721, 0.729], [-0.194, 0.033, 0.110], [-0.376, 0.102, -0.428], [0.152, 0.272, -0.394], [-1.639, 1.683, -3.574], [-0.447, -0.109, -0.553], [-0.105, 0.310, 0.413], [-0.272, -0.119, 0.071], [-0.100, -0.007, 0.585], [-0.605, -0.078, -0.174], [0.583, 0.224, -0.113], [-1.059, -0.633, 0.760], [0.175, 0.271, -0.015], [-0.035, -0.344, 0.305], [0.001, 0.169, -0.305], [-0.218, 0.284, -0.218], [0.038, -0.109, 0.125], [0.263, 0.309, -0.514], [0.164, 0.159, -0.115], [0.362, 0.307, -0.050], [-0.302, -0.072, 0.122], [0.241, -0.018, 0.136], [-0.035, 0.110, -0.093], [0.319, 0.024, -0.023], [-0.004, 0.028, 0.050], [0.089, 0.013, 0.007], [0.021, -0.002, 0.091], [0.014, 0.061, -0.040], [0.179, -0.167, -0.008], [-0.060, -0.160, 0.161], [-0.060, -0.119, -0.035], [0.080, -0.005, -0.297], [0.041, 0.416, -0.709], [-0.018, -0.046, -0.001], [0.022, -0.037, -0.021], [0.034, -0.043, 0.000], [0.021, -0.031, -0.083]]
}

no.,E_LUMO (eV),orbital gap (eV)
1,-3.154,3.27
2,-4.082,7.47